{
  "formula": "C6H15N",
  "method": "ωB97M-V with the def2-TZVPD basis set",
  "elements": ["N", "C", "C", "C", "C", "C", "C", "H", "H", "H", "H", "H", "H", "H", "H", "H", "H", "H", "H", "H", "H", "H"],
  "xyz": [[-0.48, -0.46, -0.75], [0.55, -0.34, 2.04], [-0.27, 0.83, -0.08], [0.44, -0.66, -1.88], [-0.20, -0.29, -3.21], [0.87, 0.70, 0.99], [-0.56, 0.02, 3.03], [-1.11, -0.89, -3.36], [-1.50, 0.21, 2.46], [-0.83, -0.86, 3.61], [0.11, -1.19, 1.49], [1.72, 0.41, 0.38], [0.72, -1.71, -1.91], [0.04, 1.63, -0.76], [-1.40, -0.48, -1.16], [-1.19, 1.04, 0.45], [1.33, -0.05, -1.76], [0.45, -0.57, -4.04], [0.96, 1.70, 1.41], [-0.52, 0.92, 3.62], [-0.53, 0.74, -3.19], [1.40, -0.69, 2.61]],
  "nbo_charge": [-0.6321, -0.4187, -0.2135, -0.2195, -0.6241, -0.4014, -0.6098, 0.1957, 0.1903, 0.2110, 0.2239, 0.1992, 0.1867, 0.1658, 0.3523, 0.1924, 0.1823, 0.2146, 0.1983, 0.2017, 0.2041, 0.2007],
  "homo_lumo_gap_ev": 9.930,
  "smiles": "CCCCNCC",
  "total_energy_ha": -292.33644,
  "e_above_lowest_kcal_mol": 20.5,
  "charge": 0
}

***

{
  "formula": "C6H4O",
  "method": "ωB97M-V with the def2-TZVPD basis set",
  "elements": ["O", "C", "C", "C", "C", "C", "C", "H", "H", "H", "H"],
  "xyz": [[-0.23, 0.98, -1.25], [-0.53, 1.32, 1.04], [0.40, -1.51, -2.19], [-0.17, 0.42, -0.02], [0.58, -1.72, -0.91], [0.20, -0.86, 0.21], [-0.83, 2.10, 1.90], [0.25, -1.24, 1.22], [1.14, -2.65, -0.75], [0.32, 0.48, -1.88], [-1.10, 2.80, 2.67]],
  "nbo_charge": [-0.6378, -0.0715, 0.1925, 0.2782, -0.5883, -0.2914, -0.1601, 0.2427, 0.3046, 0.4912, 0.2400],
  "homo_lumo_gap_ev": 8.082,
  "total_energy_ha": -306.04515,
  "e_above_lowest_kcal_mol": 104.4,
  "charge": 0
}

***

{
  "formula": "C5H9N3O",
  "method": "ωB97M-V with the def2-TZVPD basis set",
  "elements": ["O", "N", "N", "N", "C", "C", "C", "C", "C", "H", "H", "H", "H", "H", "H", "H", "H", "H"],
  "xyz": [[-2.48, 1.20, -0.03], [1.24, 0.04, -0.42], [-1.09, -2.09, -0.07], [1.81, 1.20, -0.95], [1.75, -0.20, 0.86], [-1.36, -0.73, -0.14], [-1.11, 1.52, -0.20], [-2.57, -0.13, 0.02], [-0.43, 0.37, -0.29], [-0.07, -2.18, -0.49], [1.44, 0.58, 1.57], [2.13, 1.84, -0.22], [1.47, -1.26, 1.20], [-3.49, -0.66, 0.23], [-1.83, -2.70, -0.49], [2.64, 0.94, -1.50], [-0.91, 2.62, 0.00], [2.86, -0.36, 0.92]],
  "nbo_charge": [-0.4091, -0.2687, -0.8266, -0.6640, -0.4470, 0.0310, 0.0299, 0.0359, 0.0445, 0.3941, 0.1784, 0.3213, 0.2107, 0.1934, 0.3908, 0.3545, 0.2253, 0.2057],
  "homo_lumo_gap_ev": 8.811,
  "smiles": "CN(N)c1cocc1N",
  "total_energy_ha": -435.29890,
  "e_above_lowest_kcal_mol": 99.7,
  "charge": 0
}

***

{
  "formula": "C59H53BaCl2N9O7S",
  "method": "ωB97M-V with the def2-TZVPD basis set",
  "elements": ["Ba", "Cl", "Cl", "S", "O", "O", "O", "O", "O", "O", "O", "N", "N", "N", "N", "N", "N", "N", "N", "N", "C", "C", "C", "C", "C", "C", "C", "C", "C", "C", "C", "C", "C", "C", "C", "C", "C", "C", "C", "C", "C", "C", "C", "C", "C", "C", "C", "C", "C", "C", "C", "C", "C", "C", "C", "C", "C", "C", "C", "C", "C", "C", "C", "C", "C", "C", "C", "C", "C", "C", "C", "C", "C", "C", "C", "C", "C", "C", "C", "H", "H", "H", "H", "H", "H", "H", "H", "H", "H", "H", "H", "H", "H", "H", "H", "H", "H", "H", "H", "H", "H", "H", "H", "H", "H", "H", "H", "H", "H", "H", "H", "H", "H", "H", "H", "H", "H", "H", "H", "H", "H", "H", "H", "H", "H", "H", "H", "H", "H", "H", "H", "H"],
  "xyz": [[0.27, 0.04, -0.43], [-1.22, 6.55, -5.46], [-1.97, 1.18, -5.60], [2.38, -0.74, 3.17], [2.42, -6.09, 5.47], [2.44, -0.66, -1.04], [-0.68, 2.17, -0.40], [-0.02, 1.67, -2.45], [2.06, 1.54, 0.24], [3.44, -0.55, 2.17], [3.00, -7.88, 4.32], [-3.46, 0.29, -0.41], [-2.18, -3.53, -0.35], [0.92, -3.74, -0.22], [3.23, 1.31, -0.21], [-0.59, 0.92, 2.26], [3.39, 0.21, -0.84], [0.17, -1.97, -2.39], [-2.29, -1.64, 1.78], [-1.45, 3.72, -4.23], [1.86, -5.79, 0.73], [0.82, -3.12, -2.54], [-2.49, 1.50, 3.58], [1.71, -4.61, 3.23], [-0.30, -1.97, -4.73], [-1.93, 2.73, -6.38], [2.20, 0.79, 4.10], [-1.87, 5.45, -1.00], [1.27, 0.88, 5.13], [-2.06, -4.00, 0.88], [-1.90, 5.17, -7.63], [-4.02, -0.09, 0.73], [-1.30, 4.68, -2.01], [6.11, -1.48, -2.67], [-2.16, 4.03, -8.37], [1.41, -4.47, 0.85], [2.53, -6.61, 4.40], [-2.16, 2.84, 3.51], [3.18, -1.65, 4.55], [2.25, -6.49, 1.86], [-0.26, 2.21, 2.22], [4.88, -1.22, -2.09], [6.95, 0.61, -1.84], [-2.00, -0.91, 3.02], [-0.24, 2.48, -1.52], [5.72, 0.88, -1.25], [0.93, -3.77, -3.77], [-1.69, 3.86, -5.58], [-5.00, 0.67, 1.37], [-1.83, -6.24, 0.07], [-3.76, 5.94, -2.38], [0.02, 3.98, -1.79], [1.48, 4.57, 5.99], [4.68, -0.03, -1.39], [-3.82, 1.45, -0.94], [1.44, -3.77, -1.37], [-3.08, 6.09, -1.18], [-2.16, 2.80, -7.74], [1.76, 3.23, 5.35], [1.06, 2.10, 5.76], [-1.02, 3.21, 2.81], [0.35, -3.18, -4.88], [-0.37, -1.41, -3.46], [-2.14, -4.38, -1.37], [-1.95, -5.74, -1.22], [-3.23, 5.15, -3.39], [-5.37, 1.88, 0.82], [2.17, -5.92, 3.13], [-2.12, -3.06, 2.07], [-1.66, 5.09, -6.27], [-1.70, 0.57, 2.92], [-3.65, -1.46, 1.25], [-4.77, 2.29, -0.36], [1.34, -3.89, 2.12], [2.71, 3.12, 4.34], [-1.99, 4.53, -3.22], [7.15, -0.57, -2.55], [2.93, 1.90, 3.71], [-1.89, -5.36, 1.14], [-2.34, 1.89, -8.29], [-0.87, -0.46, -3.31], [-0.71, 4.24, 2.75], [0.67, 4.08, -2.66], [0.44, 4.63, 6.32], [-2.26, -3.94, -2.35], [-3.50, 6.71, -0.39], [0.66, 2.44, 1.70], [1.64, -4.18, 4.22], [2.46, -1.80, 5.35], [4.03, -1.07, 4.90], [0.42, -3.66, -5.85], [3.26, 3.99, 4.02], [0.70, 0.01, 5.43], [-1.80, -5.71, 2.16], [7.76, 1.32, -1.73], [5.56, 1.79, -0.70], [2.11, 4.72, 6.87], [-1.70, -7.30, 0.25], [3.52, -2.61, 4.16], [-6.12, 2.50, 1.31], [-0.73, -1.46, -5.58], [1.68, 5.38, 5.29], [8.11, -0.77, -3.01], [3.63, 1.81, 2.89], [-3.77, 5.01, -4.31], [-2.92, -3.42, 2.73], [-1.10, -1.36, 3.43], [-4.71, 6.43, -2.53], [-2.77, 3.59, 3.99], [-2.35, 4.09, -9.43], [6.26, -2.40, -3.21], [-1.92, -6.40, -2.08], [-3.35, 1.17, 4.14], [-5.04, 3.22, -0.84], [0.51, 4.39, -0.91], [2.60, -7.51, 1.72], [1.02, -2.86, 2.18], [4.05, -1.91, -2.17], [-2.82, -1.05, 3.75], [-4.39, -1.76, 2.00], [-1.00, 2.86, -3.91], [-3.35, 1.73, -1.87], [1.44, -4.72, -3.84], [-1.18, -3.19, 2.61], [-1.86, 6.14, -8.11], [0.33, 2.18, 6.55], [3.07, -8.19, 3.41], [2.38, -4.30, -1.58], [-5.46, 0.30, 2.28], [-3.72, -2.13, 0.39], [1.90, -6.26, -0.24], [-1.34, 5.54, -0.06]],
  "lowdin_charge": [2.0143, 0.7432, 0.7508, 0.8808, 0.1185, -0.4008, -0.2956, -0.1771, -0.3540, -0.5023, 0.1239, 0.1310, 0.1194, 0.1543, -0.0194, 0.0579, -0.2470, 0.0100, -0.1225, 0.0786, -0.0090, -0.2771, -0.0318, -0.0079, -0.0437, -0.5721, -0.3978, -0.0313, -0.0914, -0.2661, -0.1181, -0.2713, -0.1576, -0.0856, -0.0913, -0.2533, -0.4815, -0.0527, -0.2089, -0.0173, -0.1629, -0.0136, -0.0858, -0.1277, -0.7495, -0.0158, -0.0176, -0.2890, -0.0379, -0.0723, -0.0978, -0.0345, -0.0500, -0.1556, -0.1217, -0.0805, -0.0972, -0.1157, -0.2787, -0.0429, -0.0408, -0.0507, -0.1351, -0.1412, -0.0679, -0.0593, -0.0634, -0.1287, -0.1560, -0.5768, -0.2695, -0.1320, -0.0485, -0.0202, -0.0289, -0.2389, -0.0993, -0.0607, -0.0327, 0.1029, 0.0745, 0.1095, 0.1271, 0.0753, 0.1077, 0.0971, 0.0849, 0.1150, 0.0516, 0.0627, 0.1105, 0.1166, 0.1101, 0.1194, 0.1018, 0.1046, 0.0829, 0.1066, 0.0408, 0.1061, 0.0779, 0.0768, 0.0983, 0.1103, 0.1153, 0.1367, 0.1119, 0.1010, 0.1081, 0.1047, 0.1000, 0.1000, 0.1083, 0.0993, 0.1238, 0.1092, 0.0730, 0.0975, 0.1279, 0.1252, 0.0835, 0.1082, 0.1143, 0.1010, 0.1022, 0.1151, 0.0860, 0.1383, 0.1089, 0.1050, 0.1138, 0.1102],
  "homo_lumo_gap_ev": 7.093,
  "total_energy_ha": -4643.70314,
  "charge": 0
}

***

{
  "formula": "C5H9N",
  "method": "ωB97M-V with the def2-TZVPD basis set",
  "elements": ["N", "C", "C", "C", "C", "C", "H", "H", "H", "H", "H", "H", "H", "H", "H"],
  "xyz": [[-1.09, -0.32, -1.83], [-0.61, -0.81, -0.63], [0.38, 0.08, 0.00], [-0.98, 0.23, 2.09], [0.14, 0.47, 1.26], [1.53, 0.57, -0.85], [-0.17, -1.38, -1.36], [2.23, 1.32, -0.22], [-1.48, -0.98, -2.42], [-0.92, 0.63, 3.07], [0.98, 1.02, -1.76], [-1.22, -1.21, 0.20], [-1.77, -0.33, 1.85], [0.93, 1.09, 1.80], [2.05, -0.37, -1.20]],
  "lowdin_spin": [0.3614, 0.0842, 0.1145, 0.2639, 0.0519, 0.0175, 0.0416, -0.0006, 0.0097, 0.0232, 0.0020, 0.0060, 0.0216, -0.0052, 0.0084],
  "homo_lumo_gap_ev": [6.064, 5.339],
  "multiplicity": 2,
  "total_energy_ha": -250.47995,
  "e_above_lowest_kcal_mol": 65.2,
  "charge": -1
}